# 1
{"formula": "C4H5NO2", "method": "wB97M-V/def2-TZVPD", "total_energy_ha": -360.51157, "gap_ha": 0.382, "e_above_lowest_kcal_mol": 99.1, "e_homo_ha": -0.3663, "symbols": ["C", "H", "C", "H", "O", "O", "C", "C", "H", "H", "N", "H"], "coordinates": [[1.91, -0.11, -0.54], [-1.90, 0.92, 0.09], [-0.51, 0.99, -0.33], [-0.26, 1.22, -1.37], [-2.60, -0.30, 0.46], [3.07, -0.07, -0.21], [0.74, 0.33, 0.33], [-1.52, -0.90, 0.57], [1.01, 0.46, 1.38], [1.61, -0.53, -1.53], [-0.43, -0.42, -0.07], [-1.44, -1.83, 1.12]]}

# 2
{"formula": "C4H5NO2", "method": "wB97M-V/def2-TZVPD", "total_energy_ha": -360.41474, "gap_ha": 0.401, "e_above_lowest_kcal_mol": 159.8, "e_homo_ha": -0.3685, "symbols": ["N", "H", "C", "O", "H", "C", "H", "H", "C", "H", "O", "C"], "coordinates": [[-1.13, 1.36, -0.50], [-1.81, -0.11, -1.60], [1.28, -0.90, 0.90], [-0.32, 1.44, 0.58], [0.99, 0.62, -0.54], [-0.99, 0.21, -1.01], [0.94, -1.36, 1.93], [2.43, -0.63, 0.96], [-0.39, -0.71, -0.17], [-1.17, -1.30, 0.50], [0.80, -1.47, -0.36], [0.55, 0.32, 0.37]]}

# 3
{"formula": "C4H5NO2", "method": "wB97M-V/def2-TZVPD", "total_energy_ha": -360.52139, "gap_ha": [0.311, 0.312], "e_above_lowest_kcal_mol": 92.9, "e_homo_ha": [-0.3496, -0.3496], "symbols": ["C", "H", "H", "C", "H", "H", "O", "C", "O", "H", "C", "N"], "coordinates": [[0.83, 0.33, 0.11], [-1.17, 0.30, -1.90], [-1.81, 1.31, -0.48], [2.17, 0.14, 0.82], [-2.16, -0.84, 0.77], [2.89, -0.46, 0.23], [2.46, 0.60, 1.90], [-1.42, 0.37, -0.85], [0.84, 0.86, -1.01], [-1.11, -1.71, -0.40], [-1.34, -0.74, 0.05], [-0.18, -0.17, 0.78]]}

# 4
{"formula": "C4H5NO2", "method": "wB97M-V/def2-TZVPD", "total_energy_ha": -360.44285, "gap_ha": 0.388, "e_above_lowest_kcal_mol": 142.2, "e_homo_ha": -0.3584, "symbols": ["C", "H", "C", "C", "N", "H", "H", "C", "O", "O", "H", "H"], "coordinates": [[0.43, -1.44, -0.08], [0.60, -2.49, -0.11], [0.12, 1.48, 0.15], [-0.72, -0.71, 0.42], [1.51, -0.68, -0.14], [0.03, 1.70, 1.23], [-0.69, -0.43, 1.51], [-0.83, 0.49, -0.45], [-2.02, -0.11, -0.04], [1.50, 0.67, 0.06], [-0.64, 0.42, -1.54], [0.41, 2.30, -0.43]]}

# 5
{"formula": "C4H5NO2", "method": "wB97M-V/def2-TZVPD", "total_energy_ha": -360.64540, "gap_ha": 0.351, "e_above_lowest_kcal_mol": 15.1, "e_homo_ha": -0.3226, "symbols": ["H", "H", "N", "O", "H", "H", "O", "C", "C", "H", "C", "C"], "coordinates": [[-2.01, 0.71, 1.25], [2.98, 1.28, 0.32], [0.63, 0.81, 0.22], [2.93, 0.34, 0.06], [-2.58, -0.41, -0.01], [-0.55, -1.93, -0.92], [1.38, -1.21, -0.37], [1.65, 0.04, -0.02], [-0.46, -0.03, 0.01], [-2.11, 1.26, -0.43], [0.01, -1.25, -0.31], [-1.87, 0.40, 0.20]]}

# 6
{"formula": "C4H5NO2", "method": "wB97M-V/def2-TZVPD", "total_energy_ha": -360.54566, "gap_ha": 0.344, "e_above_lowest_kcal_mol": 77.7, "e_homo_ha": -0.3354, "symbols": ["O", "N", "H", "H", "H", "C", "H", "O", "C", "C", "H", "C"], "coordinates": [[-1.77, -1.47, -0.84], [-0.38, 0.39, 0.96], [-0.49, 2.30, 0.18], [-1.84, 1.08, -0.26], [-0.54, -2.12, 0.64], [-0.95, 1.32, 0.31], [2.28, -0.27, -0.91], [0.46, -1.21, -0.94], [-0.72, -1.58, -0.30], [1.00, 0.52, 0.61], [1.61, 1.36, 0.92], [1.34, -0.31, -0.38]]}

# 7
{"formula": "C4H5NO2", "method": "wB97M-V/def2-TZVPD", "total_energy_ha": -360.59800, "gap_ha": 0.405, "e_above_lowest_kcal_mol": 44.8, "e_homo_ha": -0.3807, "symbols": ["O", "C", "N", "C", "H", "C", "H", "H", "H", "H", "C", "O"], "coordinates": [[-1.86, -2.36, 1.13], [-0.11, -1.04, -0.24], [-1.21, 1.06, -0.31], [-0.10, 0.46, -0.15], [2.06, 0.56, -0.32], [1.24, 1.08, 0.17], [-1.08, 2.07, -0.23], [0.84, -1.55, -0.43], [1.43, 1.05, 1.26], [1.25, 2.13, -0.14], [-1.22, -1.83, 0.28], [-1.23, -1.64, -1.02]]}

# 8
{"formula": "C4H5NO2", "method": "wB97M-V/def2-TZVPD", "total_energy_ha": -360.59550, "gap_ha": 0.356, "e_above_lowest_kcal_mol": 46.4, "e_homo_ha": -0.3656, "symbols": ["O", "O", "H", "H", "H", "H", "C", "C", "N", "C", "H", "C"], "coordinates": [[0.73, 2.06, -0.38], [-2.29, 0.41, 0.13], [-0.34, -1.97, 0.89], [-1.87, 2.36, -0.29], [-0.56, -1.47, -0.85], [2.12, -1.25, 0.78], [1.43, -0.84, 0.05], [0.00, -1.33, 0.07], [0.36, -0.02, 0.53], [-0.01, 1.17, -0.02], [1.94, -0.45, -0.84], [-1.53, 1.33, -0.06]]}

# 9
{"formula": "C4H5NO2", "method": "wB97M-V/def2-TZVPD", "total_energy_ha": -360.60925, "gap_ha": 0.377, "e_above_lowest_kcal_mol": 37.8, "e_homo_ha": -0.3649, "symbols": ["C", "H", "O", "C", "O", "C", "C", "H", "H", "H", "N", "H"], "coordinates": [[-0.34, 0.23, 0.19], [-1.12, -1.30, -1.13], [3.06, 0.50, -0.06], [-1.76, 0.54, 0.18], [1.78, -1.26, -0.57], [-1.21, -0.88, -0.13], [1.88, -0.12, -0.19], [-2.15, 1.18, -0.60], [2.86, 1.41, 0.21], [-1.49, -1.61, 0.63], [0.81, 0.77, 0.14], [-2.29, 0.60, 1.13]]}

# 10
{"formula": "C4H5NO2", "method": "wB97M-V/def2-TZVPD", "total_energy_ha": -360.61890, "gap_ha": 0.402, "e_above_lowest_kcal_mol": 31.7, "e_homo_ha": -0.3728, "symbols": ["H", "C", "O", "N", "C", "H", "H", "H", "H", "C", "C", "O"], "coordinates": [[-0.67, 1.36, -0.89], [1.47, -0.16, -0.94], [2.63, 0.17, -1.00], [-1.71, 0.22, 0.53], [-0.54, 1.01, 0.15], [0.95, -0.65, -1.78], [1.24, 0.23, 1.17], [-2.08, -1.79, 0.76], [-0.49, 1.90, 0.78], [-1.36, -0.99, 0.56], [0.62, 0.01, 0.29], [-0.06, -1.32, 0.37]]}